{
  "formula": "C4H17NO3",
  "method": "the ωB97M-V functional and the def2-TZVPD basis",
  "elements": ["C", "C", "N", "C", "C", "H", "H", "H", "H", "H", "H", "H", "H", "H", "H", "H", "O", "H", "H", "O", "H", "H", "O", "H", "H"],
  "positions_angstrom": [[-1.55052, -1.26183, 1.58599], [-2.27731, -1.02391, 0.23308], [-1.28298, -0.66999, -0.81258], [-0.51561, -1.83132, -1.26226], [0.63504, -1.40580, -2.21325], [-1.06858, -2.22595, 1.45651], [-2.28891, -1.13322, 2.37950], [-0.79331, -0.51189, 1.81242], [-2.75682, -1.98206, 0.01385], [-2.98791, -0.21302, 0.38225], [-1.79609, -0.20592, -1.55066], [0.08641, -2.21344, -0.44283], [-1.06686, -2.57575, -1.83697], [0.26756, -0.93702, -3.13609], [1.34370, -0.67496, -1.84212], [1.26095, -2.23898, -2.53348], [3.22937, 2.04972, 3.16865], [3.89518, 1.85313, 2.49762], [2.49946, 2.57294, 2.79398], [0.62900, 1.67844, -0.88061], [0.03455, 0.90679, -0.97295], [0.34042, 2.29558, -1.56851], [1.38216, 3.44663, 1.22703], [1.77323, 3.72155, 0.41839], [1.00786, 2.58030, 1.08305]],
  "forces_ev_per_angstrom": [[-0.44, 0.63, -0.89], [1.54, 0.19, 0.94], [-0.64, -0.18, 0.49], [1.93, 1.27, -1.21], [-0.21, 0.44, -0.94], [-0.06, -0.19, 0.96], [0.12, -0.88, 0.14], [0.11, 0.09, -0.38], [-0.48, 0.24, -0.29], [-0.12, -0.06, -0.45], [0.15, -0.35, -0.48], [-0.82, -0.53, 0.47], [-0.40, -0.33, 0.58], [-0.22, -0.20, 0.04], [-0.11, 0.15, 0.71], [-0.29, -0.32, 0.10], [-0.08, -0.15, 0.42], [-0.56, 0.35, -0.06], [0.70, -0.12, -0.41], [-0.25, 0.02, -0.42], [0.04, 0.07, 0.36], [0.10, -0.17, 0.25], [-0.27, 0.29, 1.76], [0.43, 0.07, -1.05], [-0.19, -0.33, -0.64]],
  "nbo_charge": [-0.622, -0.211, -0.661, -0.236, -0.621, 0.204, 0.216, 0.214, 0.169, 0.197, 0.362, 0.203, 0.179, 0.193, 0.221, 0.215, -0.972, 0.469, 0.496, -0.985, 0.499, 0.467, -0.964, 0.473, 0.495],
  "gap_ev": 10.26,
  "e_tot_ev": -12055.9844,
  "mol_weight_da": 127.18,
  "e_above_lowest_kcal_mol": 17.6,
  "smiles": "CCNCC.O.O.O",
  "multiplicity": 1,
  "e_homo_ha": -0.35393
}

{
  "formula": "C4H17NO5",
  "method": "the ωB97M-V functional and the def2-TZVPD basis",
  "elements": ["N", "C", "C", "O", "C", "C", "O", "H", "H", "H", "H", "H", "H", "H", "H", "H", "H", "H", "O", "H", "H", "O", "H", "H", "O", "H", "H"],
  "positions_angstrom": [[-0.57458, 0.40998, -0.41021], [0.51475, -0.18794, 0.36033], [1.49058, 0.84485, 1.01850], [1.20286, 2.25145, 0.77994], [1.32284, -1.29210, -0.35127], [1.20697, -2.70331, 0.24990], [1.74224, -2.67284, 1.59013], [-0.13615, 1.17037, -0.92721], [-0.82855, -0.34519, -1.03791], [0.09878, -0.67899, 1.29389], [2.53317, 0.77182, 0.68328], [1.42999, 0.72891, 2.11228], [0.27986, 2.31925, 0.49138], [2.19638, -0.88071, -0.84760], [0.79389, -1.47553, -1.33172], [1.54060, -3.63245, -0.19408], [0.07926, -2.76481, 0.41363], [1.73719, -1.77863, 1.92671], [-0.35916, -0.21080, -3.21021], [-1.18068, -0.36870, -3.68315], [-0.34968, 0.72229, -2.98962], [-3.10962, 0.36877, 3.01235], [-2.55956, 0.87233, 2.39371], [-2.68831, -0.49767, 3.03591], [-2.05784, 3.31176, -1.32048], [-2.32469, 2.55727, -0.79193], [-2.00053, 3.16063, -2.26655]],
  "forces_ev_per_angstrom": [[0.81, -0.04, 0.71], [0.85, -0.86, 2.50], [-0.22, 1.58, 0.12], [-0.53, -0.83, -0.46], [-1.58, -0.89, -3.62], [-1.54, 2.09, 2.78], [0.51, -1.04, -0.14], [-0.34, -0.27, -0.46], [-0.34, 0.61, -0.38], [-0.23, 0.31, -1.17], [-0.31, -0.52, 0.11], [0.31, -0.22, -0.28], [0.19, 0.20, 0.35], [1.07, -0.36, 0.94], [-0.07, 0.25, 0.65], [0.41, 0.41, -0.62], [1.04, -0.43, -0.55], [-0.04, 0.21, -0.02], [0.04, -0.30, -0.17], [-0.04, 0.08, -0.12], [-0.05, 0.15, -0.15], [0.32, 0.07, -0.27], [-0.20, -0.11, 0.18], [-0.09, 0.03, 0.05], [0.42, 0.96, 0.37], [-0.07, -0.45, -0.62], [-0.30, -0.59, 0.26]],
  "nbo_charge": [-0.854, -0.086, -0.074, -0.721, -0.486, -0.053, -0.732, 0.347, 0.391, 0.171, 0.185, 0.167, 0.468, 0.226, 0.230, 0.208, 0.148, 0.458, -0.940, 0.478, 0.469, -0.935, 0.469, 0.467, -0.962, 0.488, 0.475],
  "gap_ev": 10.06,
  "e_tot_ev": -16149.2700,
  "mol_weight_da": 159.18,
  "e_above_lowest_kcal_mol": 69.8,
  "smiles": "N[C@H](CO)CCO.O.O.O",
  "multiplicity": 1,
  "e_homo_ha": -0.37004
}

{
  "formula": "C4H17O3PS2Si",
  "method": "the ωB97M-V functional and the def2-TZVPD basis",
  "elements": ["O", "P", "Si", "H", "H", "H", "H", "H", "C", "S", "O", "C", "H", "H", "H", "H", "H", "H", "C", "S", "O", "C", "H", "H", "H", "H", "H", "H"],
  "positions_angstrom": [[3.01689, 2.83502, -2.28213], [2.33516, 3.06282, -3.58195], [0.07977, 3.19875, -3.40166], [2.71988, 4.23709, -4.26521], [2.62174, 2.10843, -4.58259], [-0.18411, 4.57857, -2.94938], [-0.55837, 2.98354, -4.71575], [-0.32016, 2.19667, -2.40866], [-3.88147, -0.33919, -0.27093], [-2.54727, 0.79503, -0.66650], [-2.61258, 1.02576, -2.13770], [-1.21082, -0.35640, -0.37103], [-4.81762, 0.18776, -0.44127], [-3.81588, -1.20710, -0.92655], [-3.80309, -0.63257, 0.77562], [-1.32540, -1.21229, -1.03710], [-1.21002, -0.66479, 0.67433], [-0.28058, 0.16516, -0.58922], [1.42307, -1.99083, 4.62900], [1.45489, -1.33159, 2.95955], [0.03464, -1.19060, 2.53906], [2.07211, -2.82045, 2.16887], [1.01121, -1.21702, 5.27283], [0.78616, -2.87447, 4.65154], [2.43872, -2.23024, 4.94315], [1.38630, -3.64243, 2.37167], [3.07181, -3.04136, 2.54205], [2.11504, -2.62326, 1.09997]],
  "forces_ev_per_angstrom": [[0.14, -0.03, 0.21], [-0.08, 0.00, -0.01], [-0.11, 0.07, -0.03], [0.01, 0.03, -0.11], [-0.03, -0.02, -0.09], [-0.01, -0.02, 0.06], [0.06, -0.04, -0.02], [0.04, 0.00, -0.01], [-0.01, -0.04, 0.03], [-0.03, 0.07, 0.04], [-0.02, -0.02, -0.06], [0.02, -0.07, 0.01], [0.00, 0.01, 0.00], [0.01, 0.00, -0.01], [-0.01, 0.00, 0.00], [-0.02, 0.02, -0.02], [0.05, 0.02, 0.00], [0.00, 0.01, 0.00], [0.02, -0.02, 0.03], [0.04, 0.05, 0.01], [-0.09, -0.03, -0.01], [0.03, -0.03, 0.00], [0.00, 0.01, 0.00], [-0.01, 0.00, -0.01], [0.00, 0.00, 0.01], [-0.01, 0.00, 0.00], [0.00, -0.01, -0.01], [0.00, 0.01, 0.00]],
  "nbo_charge": [-1.093, 1.113, 0.520, -0.085, -0.085, -0.132, -0.133, -0.110, -0.828, 1.251, -1.002, -0.844, 0.237, 0.228, 0.231, 0.223, 0.268, 0.239, -0.830, 1.263, -1.004, -0.831, 0.243, 0.231, 0.229, 0.230, 0.230, 0.243],
  "gap_ev": 9.43,
  "e_tot_ev": -49400.6792,
  "mol_weight_da": 236.37,
  "multiplicity": 1,
  "e_homo_ha": -0.32114
}

{
  "formula": "C4H18HgN2O6",
  "method": "the ωB97M-V functional and the def2-TZVPD basis",
  "elements": ["Hg", "C", "C", "O", "H", "H", "H", "H", "H", "C", "O", "H", "H", "H", "C", "O", "N", "N", "H", "H", "H", "H", "O", "H", "H", "O", "H", "H", "O", "H", "H"],
  "positions_angstrom": [[-0.15987, 0.28601, -0.80600], [2.86053, -0.42761, 2.79455], [2.16235, -0.63500, 1.44494], [0.85130, -0.16297, 1.28172], [2.33744, -0.94318, 3.59996], [2.94516, 0.64451, 2.97208], [3.81814, -0.94797, 2.81226], [2.17540, -1.69217, 1.17971], [2.91276, -0.31743, 0.72098], [2.63577, 1.31628, -2.77947], [1.66495, 1.45470, -1.75609], [3.45110, 2.03963, -2.78942], [3.25049, 0.42615, -2.64569], [2.10222, 1.05450, -3.69320], [-2.77727, -0.73503, 1.16400], [-2.09605, -0.59618, 0.11590], [-4.08362, -0.61622, 1.22846], [-2.32181, -0.92053, 2.33304], [-4.57328, -0.95804, 2.04300], [-4.62802, -0.26377, 0.45418], [-1.32921, -0.79692, 2.47292], [-2.98570, -1.10314, 3.07196], [0.29234, -1.74229, -1.81330], [0.91048, -1.99327, -2.49969], [0.10382, -2.55839, -1.34999], [-1.07406, 2.34587, -0.33774], [-0.87337, 3.26538, -0.51228], [-1.98537, 2.35053, -0.04496], [-1.59068, 0.60256, -2.64367], [-1.47361, 1.23961, -3.34844], [-2.52233, 0.38440, -2.66970]],
  "forces_ev_per_angstrom": [[3.62, 0.51, 1.24], [-0.91, -0.43, -0.08], [-0.03, -0.72, -0.79], [-0.15, 0.32, 0.04], [-0.48, 0.39, 0.22], [0.18, -0.11, 0.32], [0.36, 0.39, -0.39], [-0.07, -0.88, 0.47], [-0.19, 1.06, -0.57], [-1.32, -1.86, 1.37], [0.01, 0.38, -0.04], [-0.60, 1.03, -0.40], [0.22, -0.83, 0.37], [0.40, 0.88, -0.92], [0.93, 1.06, -3.60], [-1.60, -0.12, 0.74], [-3.97, 0.26, -1.38], [2.94, -1.11, 3.96], [-0.10, 0.36, -0.42], [0.20, -0.46, 0.11], [0.44, -0.33, 0.23], [0.86, 0.28, 0.18], [-0.09, -1.01, -0.52], [0.34, 0.26, -0.26], [-0.12, -0.18, 0.38], [-0.70, 0.85, 0.34], [0.54, 0.20, -0.18], [-0.28, -0.15, 0.16], [-0.58, -0.08, -0.65], [0.42, 0.31, -0.14], [-0.28, -0.27, 0.19]],
  "nbo_charge": [1.659, -0.628, -0.041, -1.016, 0.181, 0.202, 0.196, 0.100, 0.135, -0.234, -1.026, 0.150, 0.112, 0.124, 0.778, -0.780, -0.821, -0.789, 0.385, 0.405, 0.459, 0.383, -0.966, 0.497, 0.492, -0.958, 0.501, 0.478, -0.959, 0.496, 0.485],
  "gap_ev": 6.33,
  "e_tot_ev": -23876.0237,
  "mol_weight_da": 390.79,
  "e_above_lowest_kcal_mol": 40.6,
  "multiplicity": 1,
  "e_homo_ha": -0.24030
}